No. 1
A molecular structure, C18H8CeN7O5S3SbSe at a distorted geometry, computed with ωB97M-V/def2-TZVPD.

Last column: Mulliken charge in e.
Atoms and positions in Å:
Ce -16.4400 2.6541 -2.6620  1.344
O -18.5689 5.7446 -0.4759  -0.611
C -17.7325 4.9775 -0.9805  0.593
O -17.8719 4.2980 -2.1277  -0.533
C -16.4381 4.5360 -0.1839  0.478
O -16.1168 5.0607 0.8743  -0.643
O -15.7726 3.5476 -0.7319  -0.444
Se -15.9103 -5.8005 -1.7330  0.184
N -16.5284 -4.7304 -3.1089  -0.804
C -16.6487 -3.5343 -2.6761  0.167
C -16.7655 -2.3898 -3.5871  0.968
C -16.7154 -2.6231 -4.9453  -0.463
C -16.7049 -1.5226 -5.8064  -0.710
C -16.6029 -0.2739 -5.2262  -0.645
N -16.6181 -0.0420 -3.9124  0.118
C -16.7945 -1.0380 -3.0590  0.214
C -16.6136 -0.8541 -1.6320  0.296
N -16.8973 0.3593 -1.1189  -0.336
C -16.6772 0.6120 0.1940  -0.391
C -15.9259 -0.2338 0.9404  -0.843
C -15.7274 -1.5670 0.5445  -0.630
C -16.1507 -1.9154 -0.7378  0.159
C -16.1665 -3.2552 -1.2874  0.701
N -15.8478 -4.3387 -0.5782  -0.827
H -16.8616 -3.6094 -5.3007  0.488
H -16.7407 -1.6529 -6.8899  0.413
H -16.5836 0.5666 -5.8687  0.508
H -16.9583 1.5535 0.5008  0.682
H -15.5411 0.1210 1.8797  0.392
H -15.4112 -2.3502 1.1721  0.598
S -12.9277 5.4722 -1.5303  -0.384
Sb -13.3335 4.2242 -3.4517  0.645
S -15.5144 4.5194 -4.5171  -0.500
S -13.8302 1.9565 -2.9195  -0.515
N -19.7284 4.1333 -4.0077  -0.205
C -19.5215 2.8701 -4.3551  0.585
O -18.5605 2.1569 -3.8665  -0.402
C -20.4193 2.3009 -5.3389  -0.119
C -20.0961 1.1141 -5.9316  0.139
N -19.6209 0.1835 -6.4788  -0.650
C -21.6478 2.8652 -5.4392  0.077
N -22.6591 3.4153 -5.4545  -0.619
H -19.0858 4.6359 -3.3566  0.320
H -20.5870 4.6813 -4.3202  0.205

Forces on atoms 1 to 2 (eV/Å):
Ce -0.5 0.0 -1.3
O 2.3 -1.8 -1.6

Results
Highest occupied orbital energy (spin up / spin down)   -5.20 / -5.20 eV
Net charge   -1
Spin multiplicity   2
Energy relative to the best compared isomer or geometry (same formula, charge and spin)   1.564 eV
LUMO (spin up / spin down)   -0.019 / -0.009 Eh


No. 2
11 unconnected molecules or ions with the total composition C22H44Cl22 at a distorted geometry, computed with ωB97M-V/def2-TZVPD.

Last column: Mulliken charge in e.
Atoms and positions in Å:
Cl -23.4131 -5.6718 3.1863  -0.175
C -23.4084 -6.2325 4.8681  -0.405
C -22.3132 -5.4117 5.5995  -0.410
Cl -22.8087 -3.7118 5.5682  -0.177
H -23.1366 -7.2866 4.8125  0.273
H -24.4167 -6.0490 5.2393  0.305
H -21.3964 -5.4991 5.0164  0.288
H -22.1191 -5.6613 6.6427  0.301
Cl -20.6993 -14.3291 3.8955  -0.200
C -20.0134 -12.9935 2.8597  -0.445
C -19.6645 -13.3128 1.3940  -0.370
Cl -18.6294 -14.6740 1.2642  -0.168
H -19.0452 -12.7883 3.3164  0.277
H -20.6622 -12.1232 2.9593  0.328
H -19.1458 -12.4599 0.9562  0.277
H -20.5185 -13.5250 0.7508  0.300
Cl -14.9139 -7.9583 7.3480  -0.172
C -14.1233 -7.5475 5.8027  -0.473
C -15.0536 -6.8692 4.7853  -0.416
Cl -16.1809 -8.0918 4.0673  -0.174
H -13.7857 -8.5042 5.4042  0.299
H -13.1975 -6.9919 5.9527  0.320
H -14.5015 -6.3588 3.9960  0.299
H -15.5583 -6.0150 5.2367  0.315
Cl -26.3267 -14.7640 11.9082  -0.201
C -25.4833 -16.2961 11.6936  -0.390
C -26.3362 -17.3952 12.3421  -0.433
Cl -25.6042 -18.9514 12.0328  -0.195
H -24.5237 -16.2017 12.2019  0.290
H -25.3121 -16.4560 10.6291  0.309
H -27.3880 -17.4385 12.0594  0.330
H -26.3400 -17.2805 13.4260  0.290
Cl -28.1615 -7.9451 12.8438  -0.179
C -26.8423 -6.7720 12.4213  -0.366
C -25.4140 -7.4052 12.4740  -0.473
Cl -24.8612 -7.8310 14.0767  -0.187
H -26.8356 -5.8276 12.9655  0.336
H -26.9455 -6.5659 11.3559  0.260
H -24.6732 -6.6900 12.1166  0.289
H -25.3302 -8.2952 11.8501  0.321
Cl -29.3457 -11.4624 5.9251  -0.167
C -28.6286 -13.1192 5.9145  -0.351
C -27.0670 -13.2311 5.8626  -0.481
Cl -26.3999 -12.5243 4.3156  -0.211
H -29.0813 -13.8284 5.2215  0.340
H -28.7689 -13.4728 6.9359  0.251
H -26.6649 -14.2400 5.9551  0.327
H -26.5777 -12.6115 6.6141  0.291
Cl -13.4722 -11.2036 16.3863  -0.193
C -12.5674 -11.4476 14.8320  -0.399
C -11.1356 -11.9359 15.1461  -0.417
Cl -11.1334 -13.1937 16.3935  -0.163
H -12.6939 -10.5668 14.2025  0.328
H -13.0649 -12.2712 14.3198  0.255
H -10.5204 -11.1155 15.5156  0.277
H -10.5833 -12.2606 14.2642  0.313
Cl -13.1347 -13.9149 4.6986  -0.182
C -13.8379 -14.5968 6.1819  -0.429
C -12.6936 -15.1259 7.0748  -0.437
Cl -11.5610 -13.8022 7.5624  -0.183
H -14.4332 -15.4448 5.8434  0.283
H -14.4281 -13.8246 6.6753  0.319
H -12.1977 -15.8886 6.4744  0.312
H -13.0787 -15.6323 7.9599  0.317
Cl -15.0861 -19.2567 17.6300  -0.194
C -14.6693 -18.5914 15.9535  -0.422
C -15.8511 -17.7735 15.3881  -0.434
Cl -17.3071 -18.6996 15.1260  -0.172
H -14.5154 -19.4489 15.2984  0.305
H -13.7496 -18.0084 16.0036  0.314
H -15.6108 -17.3845 14.3986  0.293
H -16.0972 -17.0496 16.1650  0.311
Cl -17.2538 -6.4484 13.4009  -0.190
C -16.9088 -4.9495 12.4619  -0.435
C -17.4271 -3.7241 13.2090  -0.402
Cl -19.2149 -3.6475 13.1646  -0.176
H -17.2603 -5.1135 11.4433  0.334
H -15.8231 -4.9556 12.3657  0.278
H -17.0866 -2.8177 12.7084  0.282
H -17.1452 -3.7321 14.2619  0.310
Cl -21.2232 -11.1644 8.9998  -0.201
C -19.5331 -11.1331 9.5939  -0.411
C -19.3572 -12.4855 10.3718  -0.438
Cl -17.6838 -12.7046 10.8180  -0.194
H -19.4116 -10.2433 10.2117  0.309
H -18.8863 -11.0630 8.7193  0.312
H -19.5712 -13.3554 9.7509  0.308
H -19.9768 -12.3851 11.2630  0.315

Forces on atoms 1 to 2 (eV/Å):
Cl -0.2 -0.1 -0.6
C 0.9 0.4 0.3

Results
SMILES   ClCCCl.ClCCCl.ClCCCl.ClCCCl.ClCCCl.ClCCCl.ClCCCl.ClCCCl.ClCCCl.ClCCCl.ClCCCl
Highest occupied orbital energy   -10.66 eV
Energy relative to the best compared isomer or geometry (same formula, charge and spin)   3.346 eV
LUMO   -0.005 Eh


No. 3
A molecular structure, C26H34IrN6PSi, computed with ωB97M-V/def2-TZVPD.

Last column: Mulliken charge in e.
Atoms and positions in Å:
Ir 0.6001 -0.0462 -0.3635  0.178
N -6.0313 -6.2939 -5.2041  -0.432
C -5.2612 -5.6386 -4.6616  -0.189
C -4.3018 -4.8167 -3.9804  0.538
C -4.4320 -4.5952 -2.6099  -0.879
C -3.5243 -3.7819 -1.9588  -0.160
C -2.4649 -3.2085 -2.6639  -0.227
C -2.3246 -3.4581 -4.0294  -0.302
C -3.2470 -4.2491 -4.6910  -0.901
C -1.4968 -2.3234 -1.9817  0.991
C -2.0207 -1.1997 -1.2772  0.024
C -3.3268 -0.7619 -1.3799  -0.170
C -3.5035 0.2936 -0.4778  -1.862
C -2.2972 0.4719 0.1338  -1.044
N -1.3290 -0.3883 -0.3447  -0.193
C -0.1668 -2.6273 -2.0240  0.207
C 0.3857 -3.8536 -2.5072  -0.574
C 1.7343 -3.7711 -2.3468  -1.179
C 1.9768 -2.5052 -1.7772  0.102
N 0.8692 -1.7904 -1.5667  -0.123
H -5.2419 -5.0611 -2.0664  0.484
H -3.6220 -3.6116 -0.8948  0.554
H -1.5076 -3.0089 -4.5785  0.562
H -3.1568 -4.4278 -5.7533  0.480
H -4.0620 -1.1750 -2.0480  0.674
H -4.4077 0.8484 -0.2917  0.453
H -2.0905 1.1224 0.9487  1.309
H -0.1882 -4.6797 -2.8912  0.550
H 2.4873 -4.4979 -2.5986  0.471
H 2.9693 -2.1327 -1.5788  0.630
C 4.2927 1.5735 0.4837  -1.032
Si 3.7269 0.1247 1.5387  0.190
C 3.1588 0.4746 3.2950  -0.991
C 5.1105 -1.1256 1.5123  -1.134
C 2.3005 -0.6803 0.5762  -0.253
H 4.9207 2.2883 1.0178  0.407
H 3.4826 2.1121 0.0057  0.277
H 4.9005 1.1643 -0.3269  0.399
H 3.7643 1.2222 3.8106  0.405
H 3.2289 -0.4452 3.8785  0.446
H 2.1156 0.7869 3.3363  0.137
H 5.9974 -0.7054 1.9915  0.350
H 5.3857 -1.3872 0.4889  0.344
H 4.8541 -2.0444 2.0413  0.368
H 2.1157 -1.6647 1.0151  0.853
H 2.7405 -0.8623 -0.4208  -0.451
C 0.2841 5.0303 1.5022  -0.864
N -0.9838 4.2821 1.0730  0.041
C -1.6853 3.7609 2.3540  -0.687
N -0.7908 2.9983 3.1500  0.212
C 0.3926 3.7705 3.5020  -0.935
N 1.0989 4.1931 2.3015  0.246
C 1.7054 3.0894 1.5732  -1.341
P 0.4166 1.8739 0.9263  1.178
C -0.6514 3.1705 0.1222  -0.928
C -0.4578 1.6974 2.5775  -0.952
H -0.0472 5.9054 2.0618  0.383
H 0.7913 5.3424 0.5894  0.377
H -1.6072 4.9419 0.6027  0.357
H -2.5434 3.1739 2.0275  0.442
H -2.0249 4.6494 2.8860  0.374
H 1.0516 3.1579 4.1147  0.435
H 0.0983 4.6499 4.0759  0.312
H 2.3877 2.5572 2.2326  0.309
H 2.2917 3.4947 0.7534  0.613
H -1.5785 2.7396 -0.2476  0.570
H -0.1209 3.5963 -0.7324  0.495
H 0.2142 1.1686 3.2535  0.386
H -1.3552 1.0929 2.5213  0.688

Forces on atoms 1 to 2 (eV/Å):
Ir 0.6 0.0 -0.6
N 0.0 0.0 0.0

Results
Highest occupied orbital energy (spin up / spin down)   -13.55 / -13.55 eV
Net charge   +2
Energy relative to the best compared isomer or geometry (same formula, charge and spin)   0.000 eV
LUMO (spin up / spin down)   -0.277 / -0.277 Eh


No. 4
A molecular structure, C17H32F6N6O3PrSSb at a distorted geometry, computed with ωB97M-V/def2-TZVPD.

Last column: Mulliken charge in e.
Atoms and positions in Å:
Pr 0.0000 0.0000 0.0000  0.695
C -3.8793 -3.1422 0.3878  -0.546
O -2.7434 -3.1648 1.1692  -0.427
C -1.7123 -2.2922 1.0306  0.839
O -1.7547 -1.4150 0.1694  -0.502
N -0.6359 -2.4042 1.8572  -0.347
N 0.4561 -1.5392 1.7666  -0.356
H -4.5583 -3.9587 0.7087  0.247
H -3.6126 -3.2971 -0.6796  0.297
H -4.4060 -2.1711 0.5061  0.290
H -0.6270 -3.1494 2.5708  0.283
H 1.3085 -2.1054 1.5615  0.401
H 0.5606 -1.0439 2.6794  0.310
C 4.6050 -2.4369 -3.1276  -1.195
C 3.4343 -2.5921 -2.1677  -0.412
C 3.5050 -1.6519 -0.9658  0.043
N 3.3457 -0.2535 -1.3530  0.066
C 2.9206 0.7660 -0.5473  0.101
S 2.4616 0.6255 1.0532  -0.324
N 2.8709 2.0280 -1.1164  0.137
C 3.1427 2.5637 -2.3733  0.190
O 3.6023 3.6989 -2.4744  -0.528
C 2.8991 1.7600 -3.5941  -0.423
C 3.7961 1.8775 -4.6622  -0.302
C 3.5931 1.1373 -5.8274  -0.531
C 2.4892 0.2908 -5.9320  -0.624
C 1.5794 0.1916 -4.8789  -0.666
C 1.7765 0.9321 -3.7122  1.221
H 4.5387 -3.1864 -3.9228  0.402
H 5.5590 -2.5760 -2.6096  0.332
H 4.6098 -1.4516 -3.6020  0.247
H 3.4216 -3.6255 -1.8018  0.416
H 2.4971 -2.4315 -2.7133  0.168
H 4.4671 -1.7454 -0.4500  0.392
H 2.7147 -1.9252 -0.2598  -0.221
H 3.9183 0.0288 -2.1363  0.319
H 2.8325 2.7547 -0.4109  0.254
H 4.6510 2.5470 -4.5894  0.557
H 4.2913 1.2269 -6.6565  0.492
H 2.3303 -0.2827 -6.8425  0.483
H 0.7129 -0.4591 -4.9695  0.575
H 1.0533 0.8556 -2.9040  0.257
N -0.8794 3.8347 3.2446  -0.016
C -0.8599 2.4833 3.8258  -1.120
C -0.2755 1.4786 2.8196  -0.357
N -1.0527 1.4938 1.5733  -0.056
C -1.0717 2.8425 0.9918  -0.167
C -1.6570 3.8488 1.9959  -0.979
H 0.1010 4.1495 3.0524  0.410
H -1.3138 4.4972 3.9283  0.401
H -1.8946 2.1746 4.0981  0.408
H -0.2461 2.4798 4.7530  0.464
H -0.2905 0.4572 3.2566  0.278
H 0.7832 1.7415 2.6014  0.334
H -2.0324 1.1746 1.7619  0.446
H -1.6815 2.8403 0.0631  0.163
H -0.0362 3.1454 0.7200  0.255
H -2.7176 3.5846 2.2086  0.372
H -1.6404 4.8684 1.5521  0.440
F -1.5044 0.5770 -1.5545  -0.392
Sb -2.8443 1.0891 -2.9437  2.314
F -3.4707 2.5917 -1.7874  -0.553
F -1.5021 2.3008 -3.7912  -0.557
F -4.1837 1.6004 -4.3338  -0.464
F -2.2177 -0.4137 -4.0999  -0.545
F -4.1864 -0.1225 -2.0962  -0.525
H 0.7801 1.6944 -1.0868  -0.164

Forces on atoms 1 to 2 (eV/Å):
Pr 0.4 1.9 -3.2
C -2.4 0.7 -2.2

Results
Highest occupied orbital energy (spin up / spin down)   -16.24 / -16.14 eV
Net charge   +3
Spin multiplicity   4
LUMO (spin up / spin down)   -0.333 / -0.470 Eh